C29H35I2N8O3RbS3 | wB97M-V/def2-TZVPD

The geometry in XYZ format:
```
81
C29H35I2N8O3RbS3 (wB97M-V/def2-TZVPD)
Rb -0.168 0.601 -0.163
C 3.446 0.646 -2.303
C 2.783 -0.641 -2.832
N 2.172 -1.411 -1.768
C 3.027 -2.279 -0.987
C 3.856 -1.558 0.082
S 2.861 -0.429 1.123
C 3.684 1.169 0.884
C 3.141 2.039 -0.271
N 2.569 1.276 -1.354
H 3.692 1.282 -3.169
H 4.390 0.404 -1.811
H 3.529 -1.226 -3.402
H 1.989 -0.348 -3.524
H 1.384 -1.939 -2.114
H 3.724 -2.853 -1.629
H 2.381 -2.991 -0.471
H 4.674 -0.987 -0.354
H 4.285 -2.312 0.744
H 4.756 0.976 0.792
H 3.486 1.677 1.830
H 3.951 2.716 -0.599
H 2.343 2.654 0.146
H 1.830 1.781 -1.826
I -1.652 1.139 -8.764
C -1.258 1.257 -6.683
C -0.661 2.393 -6.165
C -0.402 2.425 -4.812
I 0.568 4.093 -3.958
C -0.701 1.368 -3.895
O -0.457 1.452 -2.651
C -1.294 0.212 -4.512
C -1.507 -1.025 -3.663
N -2.125 -0.855 -2.363
C -3.519 -0.489 -2.350
C -4.076 -0.662 -0.948
C -5.440 -0.552 -0.693
C -5.896 -0.757 0.599
C -4.985 -1.072 1.594
C -3.644 -1.147 1.249
N -3.202 -0.946 0.012
C -1.561 0.176 -5.866
H -0.405 3.230 -6.800
H -0.520 -1.468 -3.477
H -2.089 -1.762 -4.226
H -1.607 -0.154 -1.851
H -4.060 -1.152 -3.034
H -3.712 0.544 -2.687
H -6.130 -0.310 -1.494
H -6.952 -0.669 0.826
H -5.292 -1.243 2.617
H -2.888 -1.369 1.994
H -2.000 -0.719 -6.293
C -1.585 -1.348 5.867
C -1.317 -2.298 4.766
N -1.783 -3.509 4.667
N -1.229 -3.977 3.512
C -0.432 -3.083 2.887
S 0.397 -3.318 1.459
N -0.507 -1.993 3.692
N 0.207 -0.814 3.570
H -2.058 -1.865 6.700
H -2.223 -0.537 5.512
H -0.648 -0.885 6.178
H -1.393 -4.913 3.199
H 0.810 -0.832 2.753
H -0.443 -0.005 3.496
O 2.066 2.375 3.487
C 0.998 2.328 2.850
O 0.771 1.629 1.819
C -0.108 3.312 3.244
C 0.321 4.626 3.413
C -0.563 5.678 3.604
C -1.922 5.402 3.660
C -2.369 4.098 3.536
C -1.489 3.024 3.306
S -2.172 1.425 3.172
H 1.390 4.803 3.385
H -0.197 6.695 3.695
H -2.640 6.205 3.801
H -3.428 3.879 3.601
```

Spin multiplicity: 1
Gap between HOMO and LUMO in eV: 4.70
Total energy in hartree: -3604.00501
Total charge: -2
LUMO level in Eh: 0.11932
E_HOMO in eV: -1.5

---

C29H35IrN2O3P2S2 | wB97M-V/def2-TZVPD

The geometry in XYZ format:
```
74
C29H35IrN2O3P2S2 (wB97M-V/def2-TZVPD)
Ir -0.187 -0.120 -0.527
O 2.980 -2.358 -0.105
S 2.264 -1.667 -1.135
O 0.947 -2.192 -1.527
N 1.865 -0.156 -0.747
C 2.522 0.776 0.035
C 3.862 0.860 0.327
C 4.358 1.939 1.083
C 3.534 2.929 1.544
C 2.147 2.858 1.291
C 1.217 3.806 1.776
C -0.116 3.639 1.543
C -0.553 2.517 0.823
N 0.286 1.626 0.331
C 1.649 1.771 0.548
C 3.281 -1.624 -2.570
C 3.979 -0.484 -2.941
C 4.810 -0.540 -4.049
C 4.933 -1.719 -4.770
C 4.229 -2.854 -4.388
C 3.401 -2.815 -3.278
H 4.536 0.087 -0.018
H 5.417 1.979 1.298
H 3.923 3.758 2.119
H 1.577 4.655 2.343
H -0.849 4.339 1.915
H -1.599 2.337 0.647
H 3.882 0.435 -2.378
H 5.365 0.340 -4.346
H 5.583 -1.756 -5.634
H 4.330 -3.773 -4.949
H 2.853 -3.694 -2.965
C -3.326 -1.342 0.641
P -2.526 -0.221 -0.523
C -3.614 1.244 -0.441
C -2.775 -0.795 -2.221
C -3.814 -1.632 -2.612
C -3.975 -1.956 -3.952
C -3.107 -1.436 -4.904
C -2.066 -0.605 -4.520
C -1.890 -0.282 -3.177
P -0.488 0.716 -2.593
C -0.850 2.479 -2.755
C 0.851 0.449 -3.761
H -2.938 -2.354 0.543
H -4.406 -1.342 0.494
H -3.096 -0.977 1.642
H -4.475 1.069 -1.086
H -3.133 2.160 -0.771
H -3.966 1.373 0.584
H -4.500 -2.036 -1.878
H -4.779 -2.614 -4.253
H -3.236 -1.688 -5.948
H -1.388 -0.224 -5.273
H -1.041 2.746 -3.794
H 0.027 3.030 -2.410
H -1.713 2.768 -2.161
H 0.594 0.882 -4.728
H 1.046 -0.616 -3.875
H 1.745 0.941 -3.384
O -0.267 -1.447 1.127
S 0.706 -2.413 1.855
C -0.231 -2.845 3.359
C -0.504 -4.345 3.314
C -0.714 -4.695 1.844
C 0.448 -4.044 1.109
H -1.141 -2.249 3.277
H 0.335 -2.518 4.228
H -1.363 -4.597 3.934
H 0.354 -4.894 3.707
H -1.664 -4.291 1.490
H -0.731 -5.770 1.675
H 0.323 -3.883 0.041
H 1.387 -4.578 1.273
```

Spin multiplicity: 1
Gap between HOMO and LUMO in eV: 7.40
Total energy in hartree: -3044.30903
Total charge: +2
LUMO level in Eh: -0.21926
E_HOMO in eV: -13.4

---

C29H35MnN7P2 | wB97M-V/def2-TZVPD

The geometry in XYZ format:
```
74
C29H35MnN7P2 (wB97M-V/def2-TZVPD)
Mn 2.521 1.932 -0.507
C -2.424 -5.210 1.802
C -2.378 -4.663 0.582
C -3.431 -3.906 -0.184
C -4.622 -3.339 0.619
C -4.202 -2.370 1.698
C -3.789 -2.630 2.945
C -3.626 -3.946 3.660
C -3.564 -5.222 2.792
C 3.146 3.772 0.315
H -1.510 -5.692 2.152
H -1.437 -4.769 0.039
H -3.820 -4.549 -0.989
H -2.931 -3.071 -0.696
H -5.273 -2.811 -0.087
H -5.221 -4.156 1.026
H -4.212 -1.322 1.400
H -3.524 -1.767 3.556
H -4.438 -4.057 4.396
H -2.703 -3.887 4.254
H -3.426 -6.074 3.469
H -4.522 -5.385 2.296
H 4.144 3.694 0.783
H 2.425 4.138 1.076
H 3.191 4.518 -0.506
P 0.295 2.342 -0.058
P 1.727 -0.029 -1.431
N -0.177 2.531 1.600
N -0.527 3.732 -0.733
N 1.700 -1.400 -0.360
N 2.381 -0.671 -2.907
C -0.764 0.918 -0.653
C -0.079 0.190 -1.822
C 0.693 2.294 2.669
C -0.044 2.340 3.835
C -1.407 2.609 3.477
C -1.470 2.715 2.102
C -0.063 5.040 -0.587
C -0.736 5.838 -1.491
C -1.622 4.996 -2.239
C -1.467 3.707 -1.766
C 2.671 -1.578 0.632
C 2.390 -2.750 1.305
C 1.213 -3.316 0.716
C 0.806 -2.475 -0.302
C 2.143 -1.914 -3.498
C 2.715 -1.905 -4.755
C 3.314 -0.617 -4.952
C 3.099 0.124 -3.807
H -1.786 1.258 -0.907
H -0.843 0.246 0.225
H -0.577 -0.769 -2.053
H -0.092 0.801 -2.745
H 1.753 2.115 2.473
H 0.352 2.208 4.843
H -2.251 2.727 4.161
H -2.299 2.932 1.425
H 0.693 5.274 0.164
H -0.618 6.919 -1.596
H -2.309 5.305 -3.028
H -1.944 2.774 -2.071
H 3.458 -0.831 0.753
H 2.964 -3.157 2.141
H 0.712 -4.241 1.015
H -0.041 -2.544 -0.984
H 1.623 -2.701 -2.949
H 2.723 -2.743 -5.456
H 3.862 -0.277 -5.834
H 3.388 1.136 -3.521
N 4.358 2.589 -1.383
C 5.071 3.529 -1.609
N 5.742 4.764 -1.870
C 6.949 5.182 -1.270
N 7.945 5.557 -0.791
```

Spin multiplicity: 6
Gap between HOMO and LUMO (spin up / spin down) in eV: 5.92 / 6.03
Total energy in hartree: -3342.85311
Total charge: 0
LUMO level (spin up / spin down) in Eh: -0.03457 / -0.06525
E_HOMO (spin up / spin down) in eV: -6.9 / -7.8

---

Question: What is the formula in the second record?
Answer: C29H35IrN2O3P2S2